ORCA calculation (wB97M-V/def2-TZVPD) on a gas-phase ion, C4H9N2O (charge +1).

SMILES string: CC1(C)NC=[NH+]O1
Gap between HOMO and LUMO, eV: 10.29
LUMO, eV: -4.1
Electronic energy, eV: -9312.597
Highest occupied orbital energy, eV: -14.40
Total charge: +1

```
16
Properties=species:S:1:pos:R:3:forces:R:3:lowdin_charge:R:1
C -1.35405 -1.22808 -0.49604 0.90 2.12 0.76 -0.0352
C 0.20517 0.28549 0.14563 0.62 -1.09 0.82 -0.5237
C 0.83262 0.38593 1.54708 -2.82 2.15 0.13 0.0324
C 1.05816 0.74947 -0.96895 0.64 -0.08 -1.40 0.0073
N -0.12437 -1.14762 -0.00716 -0.10 -3.42 -2.05 0.1493
N -1.93576 -0.04831 -0.59754 -1.32 0.05 1.13 0.1072
O -1.08370 0.89546 -0.07199 -0.19 1.03 1.01 0.0022
H -1.93761 -2.00547 -0.80541 -0.84 -2.63 -0.59 0.1420
H 1.36259 1.32018 1.58104 0.35 0.36 0.42 0.0936
H 1.47923 -0.41576 1.63722 1.53 -1.51 0.21 0.0639
H 0.08434 0.32898 2.40133 0.76 0.12 -1.27 0.1298
H 0.78398 0.25739 -1.93815 0.29 0.33 0.85 0.1216
H 2.11665 0.64711 -0.76437 0.21 -0.30 -0.05 0.1028
H 0.87919 1.79864 -1.10611 -0.06 0.63 -0.02 0.1022
H 0.59654 -1.98547 -0.21548 -2.08 2.84 0.85 0.2635
H -2.96298 0.16207 -0.34111 2.11 -0.59 -0.80 0.2410
```
Forces are in eV/Å.

ORCA calculation (wB97M-V/def2-TZVPD) on C4H9IS in the gas phase.

SMILES string: C[C@H](S)[C@@H](C)I
Gap between HOMO and LUMO, eV: 9.62
LUMO, eV: 0.6
Electronic energy, eV: -23228.709
Highest occupied orbital energy, eV: -8.98
Total charge: 0

```
15
Properties=species:S:1:pos:R:3:forces:R:3:lowdin_charge:R:1
C 0.63695 1.48021 -0.77039 1.43 -0.58 -0.41 -0.1570
C 0.07744 -0.65740 1.61704 2.78 -2.32 -0.48 -0.2203
C -0.22637 0.17739 -0.94941 0.56 1.17 5.78 -0.6726
C 0.30294 -1.02442 0.15421 0.45 2.93 -2.68 -0.8751
S -1.86000 0.70224 -0.28749 -0.96 -1.75 -2.41 0.7028
I -0.60578 -2.82655 -0.36567 -0.20 -0.65 -0.16 0.8538
H 0.03614 2.34397 -0.56160 -0.56 0.37 -0.17 0.0250
H 1.28451 1.76131 -1.65317 -0.68 -0.62 0.86 0.0907
H 1.29268 1.43059 0.12449 -0.14 -0.31 -0.60 0.0691
H 0.68498 -1.41819 2.21210 -1.38 0.45 -0.48 0.0978
H -0.96143 -0.62308 1.83821 -0.53 0.19 0.55 0.0246
H 0.68492 0.18965 1.83461 -0.26 1.40 0.17 0.0532
H -0.24865 -0.19996 -1.90112 -0.21 -0.84 -2.25 0.0335
H 1.35106 -1.01477 -0.21908 -0.39 -0.71 1.02 0.0740
H -2.44939 -0.32100 -1.07273 0.07 1.27 1.26 -0.0996
```
Forces are in eV/Å.

ORCA calculation (wB97M-V/def2-TZVPD) on 6 unconnected molecules or ions with the total composition C20H54N4O8.

Gap between HOMO and LUMO (spin up / spin down), eV: 2.26 / 4.72
LUMO (spin up / spin down), eV: -2.7 / -2.7
⟨S²⟩: 0.75
Electronic energy, eV: -43939.857
Highest occupied orbital energy (spin up / spin down), eV: -4.94 / -7.46
Total charge: +1
Spin multiplicity: 2

```
86
Properties=species:S:1:pos:R:3:forces:R:3:lowdin_charge:R:1
C 3.29198 -1.44211 -3.26080 -0.51 0.02 0.36 -0.0427
C 2.25888 -1.41129 -2.07578 -0.01 -0.26 0.53 -0.2412
C 1.36261 -2.68254 -1.99538 0.18 0.26 -1.36 -0.2224
O 0.51361 -2.70317 -0.89245 -0.11 0.94 0.63 -0.2361
C -0.63105 -3.53532 -0.96911 -0.04 -0.74 -0.50 -0.0905
N 2.98308 -1.21449 -0.70236 0.21 -0.49 -1.90 0.2004
H 3.69802 -0.51177 -0.82548 0.47 0.68 0.05 0.1029
H 2.42157 -0.91890 0.08339 -1.07 0.41 0.68 0.0580
H 3.46654 -2.03395 -0.36344 0.43 -0.93 0.22 0.0610
H 2.81906 -1.60064 -4.22998 -0.60 -0.12 0.20 0.0829
H 4.04127 -2.23208 -3.20969 -0.04 -0.03 0.47 0.0767
H 3.80461 -0.49302 -3.41743 0.01 0.09 0.52 0.0777
H 1.67167 -0.49298 -2.07399 -0.25 -0.11 -0.57 0.1218
H 1.99387 -3.55871 -2.14340 0.42 -0.41 0.87 0.1258
H 0.77497 -2.77222 -2.90902 -0.28 0.69 -0.33 0.1295
H -0.28474 -4.56125 -0.84400 -0.35 -0.22 0.22 0.0898
H -1.21174 -3.49922 -1.89085 0.57 0.32 -0.67 0.0923
H -1.42514 -3.27466 -0.26941 0.69 0.22 0.66 0.0785
C 2.13191 2.06307 3.60431 -0.32 0.09 1.27 -0.0655
C 3.65751 1.87677 3.87791 -2.26 0.10 -2.15 -0.2624
C 4.35269 1.07868 2.74221 0.08 1.85 2.21 -0.2082
O 5.58992 0.72870 3.37018 -0.98 0.01 -0.94 -0.1881
C 5.98729 -0.49195 2.82978 1.37 -1.47 0.38 -0.1713
N 4.21076 3.30927 3.89170 0.24 -1.10 -0.03 0.2291
H 3.60325 3.98183 4.33743 -0.30 0.11 0.53 0.1561
H 5.12852 3.30392 4.31335 0.49 0.23 0.20 0.1613
H 4.29905 3.60526 2.93010 0.12 0.13 -0.55 0.1580
H 1.66900 2.43755 4.51731 0.09 0.37 0.31 0.0710
H 1.53603 1.16211 3.45841 0.70 -0.42 -0.38 0.0681
H 1.81568 2.75120 2.82036 0.64 -0.12 -0.42 0.0785
H 3.85759 1.39257 4.83374 0.02 0.29 -0.10 0.1518
H 4.50732 1.70971 1.86700 0.07 0.07 -0.26 0.1271
H 3.67155 0.29050 2.42138 0.28 -0.64 0.23 0.0792
H 6.97837 -0.74787 3.20442 0.32 0.45 -0.25 0.0900
H 5.97877 -0.49058 1.73982 0.02 -0.04 -0.06 0.0677
H 5.41135 -1.33182 3.21838 -0.69 0.07 -0.25 0.0661
C -0.62651 -3.51487 5.68670 -1.46 1.26 -1.14 -0.0283
C -1.90475 -2.86391 5.06103 0.48 2.39 0.58 -0.3021
C -1.67055 -2.19297 3.69770 -0.68 0.30 -0.35 -0.1941
O -2.85120 -1.48344 3.25577 0.79 -3.24 1.29 -0.1854
C -2.60214 -0.79901 2.05963 -0.36 0.93 -0.43 -0.0920
N -3.04294 -3.87266 5.00056 1.13 0.28 -0.84 0.2451
H -3.41466 -4.17243 5.89054 0.23 -0.16 0.51 0.1696
H -3.82343 -3.53891 4.45324 -0.34 0.54 -0.52 0.1653
H -2.61835 -4.63851 4.49727 -0.33 -0.91 -0.10 0.1632
H -0.93423 -3.90464 6.65699 0.53 -0.83 -0.29 0.0883
H 0.17474 -2.79562 5.85635 -0.37 0.38 0.04 0.0829
H -0.23910 -4.10771 4.85811 0.14 -1.08 0.74 0.0847
H -2.31161 -2.03263 5.63682 0.07 -0.23 0.56 0.1507
H -1.25818 -2.92785 3.00634 -0.53 -0.30 -0.66 0.1243
H -0.88256 -1.43987 3.69843 0.43 -0.04 0.90 0.1219
H -1.94185 -1.25378 1.32119 0.25 -0.55 0.36 0.0770
H -2.14330 0.11901 2.42678 -0.17 0.58 -0.88 0.0878
H -3.56655 -0.71876 1.55807 0.07 0.67 0.01 0.1087
C -2.80918 3.69817 -2.65223 -1.04 -1.70 -0.23 -0.0276
C -2.01529 2.87725 -3.70200 -0.84 1.00 2.02 -0.2994
C -2.74577 2.70107 -5.00029 -0.45 -1.96 -0.49 -0.1844
O -2.19986 1.58936 -5.78952 -0.43 2.10 -0.21 -0.1728
C -2.78927 1.64308 -7.10765 0.71 0.23 -0.24 -0.0906
N -0.75901 3.69473 -3.93985 0.32 -0.56 -0.97 0.2286
H -0.06409 3.03226 -4.25342 0.66 -0.08 -0.40 0.1560
H -0.97972 4.38394 -4.64440 0.04 -0.05 -0.79 0.1554
H -0.29723 4.26025 -3.24197 -0.28 -0.53 1.42 0.1584
H -3.21332 4.62416 -3.06125 0.55 0.37 0.38 0.0920
H -2.35105 3.65986 -1.66392 0.76 0.95 -0.31 0.0904
H -3.69843 3.14160 -2.35631 -0.34 -0.30 -0.59 0.0857
H -1.76397 1.90967 -3.26756 0.43 0.14 -0.12 0.1397
H -2.83233 3.64749 -5.53404 0.33 0.11 -0.48 0.1259
H -3.76921 2.37657 -4.81225 -0.18 0.32 0.53 0.1414
H -2.81084 2.65710 -7.50689 0.13 0.37 0.23 0.0766
H -3.81981 1.29752 -7.18938 0.06 -0.45 0.47 0.0974
H -2.12257 1.11592 -7.79009 -0.23 -0.40 0.23 0.0906
C -3.78845 -0.20131 -2.70493 1.63 1.02 -0.37 -0.0566
C -5.10089 -0.80308 -2.33008 -1.41 -0.40 1.17 -0.8471
O -5.69302 -1.45139 -3.19181 -0.23 -0.41 -1.24 -0.0590
O -5.46257 -0.68025 -1.13057 0.54 0.43 0.44 -0.1165
H -3.03351 -0.93104 -2.41224 0.28 -0.04 -0.15 0.0636
H -3.53116 0.72466 -2.19065 -0.23 0.05 0.65 0.0348
H -3.64429 0.06434 -3.75219 -0.25 -0.58 -0.33 0.0530
C -0.38907 1.06816 0.08533 -0.44 -0.77 -0.97 -0.0328
C 0.78738 1.74075 -0.62192 1.59 2.32 1.03 -0.7904
O 1.71911 2.04098 0.16240 0.61 -0.70 1.43 -0.1195
O 0.90851 2.10030 -1.82029 -2.06 -0.94 -1.24 -0.0998
H -0.56019 1.31483 1.13317 0.47 0.60 -0.20 0.0556
H -0.10833 0.01544 0.11802 -0.18 -0.37 -0.12 0.0472
H -1.34103 1.13550 -0.44131 -0.02 -0.04 -0.18 0.0634
```
Forces are in eV/Å.

Results for strongest force on any atom: 0.0775; 0.1152; 0.0695 (in hartree/bohr, following the order of the records).